1.
The following is a quantum chemistry calculation of a cluster of 3 separate species, C22H58N6O5P2 in total, from the OMol25 dataset.

Results
SMILES: CN(C)P(=O)(N(C)C)N(C)C.CN(C)P(=O)(N(C)C)N(C)C.COCCOCOC[C@@H](C)C(C)C
Frontier orbital gap (eV): 8.2
Multiplicity: 1

```
93
Properties=species:S:1:pos:R:3:mulliken_charge:R:1
C -3.8945 2.0178 -1.4666 -0.885
N -2.8661 2.8440 -2.0539 0.221
C -3.3659 4.1958 -2.2883 -1.165
P -1.5786 2.3420 -3.0866 0.902
O -0.5542 3.3593 -2.6150 -0.891
N -0.7347 0.9268 -2.5413 0.326
C -0.9723 0.4135 -1.2170 -0.941
C 0.6969 0.9814 -2.8305 -0.972
N -2.6147 1.3401 -4.0444 0.061
C -3.5053 2.0086 -4.9870 -1.083
C -2.8376 -0.0896 -3.9152 -0.836
H -4.7011 1.7586 -2.1696 0.243
H -4.3543 2.5473 -0.6294 0.409
H -3.5026 1.0961 -1.0431 0.171
H -4.0814 4.2269 -3.1215 0.320
H -2.5461 4.8749 -2.5251 0.330
H -3.8556 4.5927 -1.3963 0.355
H -0.9652 1.1893 -0.4417 0.238
H -0.2305 -0.3412 -0.9459 0.549
H -1.9255 -0.1232 -1.1918 -0.074
H 1.2497 1.5879 -2.1050 0.193
H 0.8759 1.4018 -3.8211 0.381
H 1.1166 -0.0287 -2.8298 0.302
H -4.5261 2.0824 -4.5932 0.306
H -3.5422 1.4823 -5.9434 0.378
H -3.1539 3.0194 -5.2015 0.353
H -3.4331 -0.3255 -3.0284 0.235
H -1.9142 -0.6615 -3.8864 0.229
H -3.3872 -0.4764 -4.7775 0.417
C 0.1299 -5.4682 -1.7528 -0.780
N -1.0671 -4.7777 -2.1732 0.099
C -0.7274 -3.4997 -2.7880 -1.267
P -2.6218 -4.8922 -1.4412 0.904
O -3.4675 -4.6851 -2.6842 -0.862
N -3.1161 -6.5276 -1.1280 0.238
C -2.4100 -7.6388 -1.7457 -1.096
C -4.5567 -6.7290 -1.2708 -1.118
N -1.9689 -4.7813 0.1626 0.060
C -1.5108 -3.4715 0.6205 -1.015
C -1.6589 -5.8604 1.0780 -0.900
H 0.6156 -5.0068 -0.8793 0.234
H 0.8583 -5.4642 -2.5663 0.365
H -0.0458 -6.5174 -1.5304 0.120
H -0.3972 -2.7740 -2.0310 0.444
H -1.5772 -3.0673 -3.3181 0.281
H 0.0649 -3.6162 -3.5307 0.390
H -2.2454 -7.4885 -2.8200 0.313
H -2.9695 -8.5661 -1.6136 0.383
H -1.4528 -7.8213 -1.2524 0.261
H -4.8639 -6.8389 -2.3166 0.328
H -5.1092 -5.8883 -0.8482 0.364
H -4.8649 -7.6232 -0.7227 0.336
H -0.4209 -3.3854 0.5330 0.304
H -1.7883 -3.2865 1.6607 0.468
H -1.9608 -2.6660 0.0365 0.154
H -0.7668 -6.4115 0.7666 0.276
H -2.4843 -6.5578 1.1915 0.288
H -1.4631 -5.4670 2.0793 0.399
C 6.2755 4.3832 5.3892 -0.617
O 7.3462 3.5336 5.0089 -0.389
C 7.2404 2.9988 3.7062 -0.391
C 6.8726 1.5156 3.7398 -0.527
O 5.5506 1.2542 4.1916 -0.464
C 4.5892 1.8618 3.3807 -0.193
O 3.3745 1.1765 3.4635 -0.439
C 2.2670 2.0553 3.5907 -1.396
C 2.0402 2.9599 2.3740 1.331
C 1.3951 2.0970 1.2535 -1.746
C 1.1552 4.1986 2.7174 0.404
C -0.0314 3.8529 3.6150 -1.407
C 0.7493 4.8671 1.3896 -1.539
H 5.6206 3.8829 6.1101 0.252
H 6.7145 5.2718 5.8528 0.261
H 5.6700 4.7371 4.5482 0.255
H 6.6074 3.5812 3.0303 0.352
H 8.2506 3.0340 3.2732 0.362
H 7.0416 1.0381 2.7617 0.365
H 7.5341 0.9991 4.4368 0.356
H 4.9339 1.8420 2.3299 0.325
H 4.4401 2.9128 3.6733 0.194
H 2.2936 2.6110 4.5397 0.377
H 1.3905 1.4035 3.6641 0.488
H 2.9608 3.3641 1.9408 0.246
H 1.8289 1.0967 1.3567 0.476
H 0.3084 2.0850 1.3163 0.152
H 1.7410 2.4454 0.2785 0.365
H 1.8209 4.8922 3.2465 0.353
H -0.6246 4.7654 3.7532 0.450
H -0.7069 3.1049 3.1938 0.228
H 0.2889 3.5730 4.6202 0.368
H 1.6449 4.9372 0.7677 0.382
H 0.3948 5.8764 1.6179 0.452
H -0.0278 4.3268 0.8491 0.276
```

***

2.
The following is a quantum chemistry calculation of a cluster of 11 separate species, C22H58NO13 in total, from the OMol25 dataset.

Results
Frontier orbital gap (eV): 7.5
Total charge: +1
Multiplicity: 1

```
94
Properties=species:S:1:pos:R:3:mulliken_charge:R:1
C 3.4128 -1.7214 0.4341 -0.776
C 3.9828 -1.2211 -0.9663 -0.086
C 4.1654 0.3472 -1.0682 -0.794
O 3.0261 1.1363 -0.6042 0.216
N 1.9013 0.9051 -1.3221 0.079
C 1.8353 0.7058 -2.6837 0.279
C 0.5776 0.4848 -3.4165 -0.881
C -0.7093 0.4905 -2.6911 -0.416
C -0.6121 0.7302 -1.2166 0.493
C -1.9646 0.7896 -0.4376 -1.129
C -2.8605 -0.4993 -0.5896 -0.264
O -3.0289 -1.1358 0.7045 -0.300
C -2.7192 -2.5040 0.6138 0.654
C -3.4780 -3.5071 -0.3242 -0.475
O -1.8197 -2.8969 1.3166 -0.503
C 0.6790 0.9247 -0.5985 -0.438
H 2.3013 -1.8234 0.3170 0.140
H 3.8857 -2.6984 0.7370 0.376
H 3.7160 -0.9688 1.2063 0.214
H 3.4230 -1.6658 -1.8351 -0.159
H 5.0253 -1.6564 -1.0453 0.487
H 5.0317 0.6151 -0.3951 0.536
H 4.5119 0.6265 -2.1057 0.542
H 2.7537 0.7176 -3.3124 0.327
H 0.5404 0.3254 -4.5168 0.421
H -1.6804 0.3555 -3.2200 0.486
H -1.8260 1.0578 0.6490 0.369
H -2.5366 1.6598 -0.8800 0.428
H -3.8941 -0.1378 -0.8784 0.233
H -2.5361 -1.2075 -1.3938 0.370
H -3.1639 -4.5525 -0.0750 -0.107
H -4.5893 -3.3794 -0.2187 0.382
H -3.2156 -3.2879 -1.3984 0.291
H 0.6868 1.1126 0.5284 0.346
C 4.6001 4.3923 0.7030 -0.558
O 5.2433 3.4997 -0.2059 -0.478
H 5.1243 5.3433 0.6909 0.202
H 3.5619 4.5482 0.3958 0.261
H 4.6317 3.9764 1.7129 0.226
H 4.7607 2.6643 -0.1772 0.188
C 4.1411 7.0532 3.5685 -0.483
O 5.0503 6.9268 2.4812 -0.455
H 3.5304 6.1526 3.6189 0.144
H 4.6937 7.1664 4.5041 0.270
H 3.4936 7.9194 3.4131 0.271
H 5.5787 7.7325 2.4560 0.278
C 1.6353 -3.4193 -3.7518 -0.492
O 2.5122 -2.2932 -3.7220 -0.431
H 1.0892 -3.4617 -2.8105 0.048
H 0.9263 -3.3155 -4.5772 0.345
H 2.2142 -4.3365 -3.8735 0.297
H 2.9828 -2.2806 -4.5639 0.257
C 8.1986 2.9693 -1.6764 -0.384
O 7.5706 3.2646 -2.9167 -0.522
H 9.2429 2.7220 -1.8613 0.282
H 8.1444 3.8407 -1.0207 0.211
H 7.7019 2.1162 -1.2064 0.105
H 6.6510 3.4804 -2.7231 0.303
C -5.9537 -0.4479 1.5252 -0.221
O -6.5167 -1.5850 0.8739 -0.525
H -5.9049 0.3770 0.8141 -0.026
H -6.5822 -0.1596 2.3701 0.387
H -4.9482 -0.6856 1.8719 0.094
H -6.5493 -2.2978 1.5216 0.296
C 2.5149 1.7008 3.0630 -0.652
O 2.0318 0.5891 2.3127 -0.416
H 2.2385 1.5634 4.1063 0.313
H 3.6034 1.7580 2.9826 0.254
H 2.0666 2.6256 2.6896 0.265
H 2.2768 0.7328 1.4045 0.102
C -6.9827 2.7431 -1.3020 -0.314
O -7.5453 1.6116 -1.9532 -0.509
H -6.9333 3.5669 -2.0122 0.267
H -7.6115 3.0322 -0.4566 0.237
H -5.9727 2.5048 -0.9539 0.016
H -7.5801 0.8960 -1.3077 0.313
C -6.3260 1.8646 5.1225 -0.550
O -6.9456 2.1583 3.8754 -0.488
H -5.2753 1.6398 4.9453 0.194
H -6.4025 2.7275 5.7882 0.293
H -6.8075 0.9979 5.5823 0.267
H -7.8717 2.3534 4.0569 0.289
C -3.0465 -7.5416 -0.2729 -0.437
O -3.6628 -7.2367 -1.5182 -0.495
H -1.9972 -7.7743 -0.4484 0.170
H -3.1190 -6.6777 0.3935 0.121
H -3.5361 -8.4055 0.1820 0.321
H -4.5878 -7.0347 -1.3386 0.293
C -0.1315 -4.9366 0.0553 -0.319
O 0.7724 -5.2440 -1.0047 -0.550
H 0.4292 -4.5046 0.8817 0.296
H -0.8711 -4.2187 -0.2919 -0.032
H -0.6262 -5.8506 0.3925 0.207
H 0.2526 -5.6243 -1.7220 0.315
```

***

Number 1: strongest force on any atom 6.3 eV/Å, LUMO 0.0002 Ha, HOMO -8.17 eV. Number 2: strongest force on any atom 4.5 eV/Å, LUMO -0.1600 Ha, HOMO -11.83 eV.